Record 1
Entry from the OMol25 dataset: C46H38CrF6N7O8P2S as an isolated structure (ωB97M-V/def2-TZVPD).

Structure (XYZ):
```
109
Properties=species:S:1:pos:R:3:forces:R:3
N 1.973352 -5.180661 -1.570632 0.28 -1.03 -0.52
H -5.746230 -1.911366 0.527343 0.00 0.08 -0.03
H 2.197010 2.249665 -1.800086 0.07 -0.02 0.04
H 0.029922 -1.264691 2.081976 0.00 0.08 0.05
H 2.537802 7.457314 2.847804 -0.04 -0.01 0.02
H 5.011411 -0.535993 0.812035 -0.08 0.06 -0.01
O -2.018979 1.150727 0.293796 -0.70 0.08 0.07
H -1.565321 -3.638895 0.978953 -0.08 0.04 -0.09
H -5.502644 2.981910 -0.206446 -0.02 -0.04 -0.02
C -3.006432 -1.354345 2.413835 0.39 0.38 0.06
H 2.571220 7.786949 0.049888 0.02 0.05 -0.07
C 1.379374 -3.461938 -0.097020 0.06 0.14 0.22
C -4.476671 -0.183100 0.305358 0.09 -0.14 -0.12
H -2.756551 -1.744195 6.241492 -0.03 0.02 -0.02
C 0.309692 1.793630 -4.550990 -0.02 -0.03 -0.05
H -3.441934 -3.356829 -3.591554 -0.01 -0.03 0.05
H -7.827924 -0.611087 0.219001 0.05 0.03 0.02
O 2.211925 -5.634364 -4.368621 0.08 0.04 0.45
O 2.973054 7.648548 2.010857 -0.06 -0.02 -0.18
C -2.866138 -0.221154 3.224640 -0.93 -0.86 -0.89
C -3.014206 -2.751863 4.365515 0.06 -0.09 -0.14
C 4.209606 2.734430 0.700755 0.20 0.22 0.02
F 0.166564 2.124137 5.437930 -0.07 0.05 0.31
C 2.355538 -6.433845 -1.870998 -0.24 0.26 0.25
C 3.052707 0.303735 0.694146 -0.18 -0.08 -0.10
C 0.256057 1.801311 -6.063714 0.03 0.00 -0.09
F -0.185424 0.931948 2.342596 0.08 0.41 0.34
N 1.320631 2.330484 -6.713478 -0.04 -0.02 0.07
C 2.835537 2.583885 0.650587 -0.13 -0.13 0.03
H -0.583607 6.611508 0.786139 0.07 -0.09 0.00
C -3.386015 -2.456000 -1.650941 -0.01 -0.05 0.10
C -2.793872 -0.360466 4.599885 -1.60 -1.60 1.03
C -5.579612 1.914184 -0.049132 -0.09 0.02 -0.05
H 6.930146 1.142395 1.547365 0.01 -0.02 0.08
H 2.133635 -5.471414 1.755984 0.04 -0.09 -0.12
H -3.072118 -3.735624 4.814362 -0.03 0.01 -0.02
H -2.672211 0.521501 5.217327 -0.96 -1.04 0.38
C 2.200262 -5.735547 0.704772 0.04 0.00 0.65
C 2.397310 5.046209 0.790364 0.23 0.13 0.07
P -0.002535 1.579098 3.967882 0.94 0.21 -0.06
C -0.846431 1.443871 -3.880573 -0.26 -0.06 -0.05
C -6.805129 1.270602 -0.000128 0.05 0.00 0.00
C -0.240942 4.504249 0.615250 0.12 -0.18 -0.03
H 1.587751 -3.031793 -2.176221 -0.06 0.09 0.09
H -3.256575 -3.500980 2.375403 0.06 0.02 0.00
O -0.710454 1.350737 -6.639866 0.03 0.04 0.06
F -0.425053 3.020185 3.412190 -0.03 -0.02 -0.36
C -2.866747 -2.527319 -0.345417 0.28 0.19 -0.19
C 0.936422 -2.937717 1.108314 0.02 0.02 0.17
H 1.199143 8.219753 1.065841 -0.05 0.03 0.03
H 6.902865 1.325086 -0.205037 0.04 -0.04 -0.09
P -2.943808 -1.045573 0.646085 -0.42 -0.53 0.39
C -1.683700 -4.554595 -0.943933 -0.10 0.11 -0.03
F 1.536370 1.893895 3.608051 -0.19 -0.08 -0.25
C -2.191240 -4.462201 -2.235828 -0.02 -0.08 -0.10
N 2.694258 -7.373093 -0.964408 -0.14 0.62 -0.38
O 6.882776 3.108489 0.860410 -0.10 -0.11 -0.02
S 2.212846 -6.895214 -3.646513 -0.19 -0.20 -0.79
C -3.096332 -2.622784 2.987586 -0.01 -0.26 0.13
H -1.740745 1.098215 -1.974425 -0.03 -0.02 0.07
O -3.052208 2.997559 -0.476223 0.49 0.08 0.24
H 7.838204 3.179079 0.919765 0.06 -0.01 0.00
C -6.867979 -0.109027 0.191564 -0.02 0.03 0.00
C -3.052038 -3.422570 -2.583494 0.10 -0.06 0.10
O 0.915184 -7.562833 -3.644566 0.19 0.15 0.36
C 6.524482 1.744695 0.730935 0.05 0.18 0.05
C 0.391719 -1.661956 1.143579 -0.01 -0.04 0.03
C 5.030738 1.620522 0.729586 0.03 0.13 -0.01
C -5.704939 -0.840384 0.355344 -0.03 -0.07 -0.01
C -2.001727 -3.582429 -0.010359 -0.11 -0.03 0.06
C 1.921596 3.758208 0.658299 -0.04 -0.16 -0.03
N 0.223194 1.666071 -1.746050 -0.05 -0.02 -0.64
C -3.071160 1.866894 -0.018817 0.09 0.09 -0.38
C 1.331710 2.018599 -2.402168 0.22 0.07 0.00
H -1.286170 4.253153 0.560736 -0.26 -0.10 -0.10
Cr 0.137428 1.359114 0.354016 -1.42 -0.31 0.13
O 3.342334 -7.750880 -3.939522 -0.07 0.13 0.42
F -1.548063 1.222414 4.186701 3.44 3.43 -0.29
H 2.381205 2.338747 -4.217375 -0.08 0.00 0.06
H -1.014493 -5.365262 -0.675062 -0.07 0.05 -0.08
H 0.965690 -3.520399 2.022995 0.01 0.08 -0.04
H 0.608088 -0.777780 -1.972129 0.07 0.05 0.01
H 4.660459 3.716341 0.726423 -0.01 -0.13 -0.02
C 4.427189 0.376169 0.752172 0.01 -0.14 0.02
C -2.846510 -1.629298 5.168579 -0.11 0.22 -0.22
N 0.271768 -0.867364 0.064846 0.28 -1.24 0.09
H 2.577211 -0.665761 0.723569 -0.04 0.04 -0.06
C -4.408054 1.178926 0.095172 0.06 0.16 0.11
H -2.782351 0.765591 2.776655 -0.35 -0.53 -0.13
C 0.726189 -1.389402 -1.087259 -0.30 0.18 -0.11
H -1.735844 1.202796 -4.450793 0.07 0.01 0.09
C 2.029804 7.519833 0.955715 0.12 -0.03 0.21
C 1.507596 6.112477 0.820962 0.22 0.01 0.03
H -1.905540 -5.200113 -2.976347 0.02 0.01 0.04
N 2.249754 1.373363 0.599562 1.07 0.11 0.28
H 2.107858 2.735324 -6.244010 -0.02 0.00 -0.01
F 0.399515 0.089942 4.393234 -0.07 -0.11 -0.08
N 0.611615 3.478777 0.553260 0.27 1.36 0.32
C -0.848635 1.390457 -2.500921 -0.20 -0.07 -0.03
C 1.422117 2.083529 -3.781072 0.29 0.10 0.02
C 0.163830 5.825699 0.742594 -0.36 -0.02 -0.04
H -7.719355 1.840734 -0.114107 0.05 -0.03 0.01
C 2.622034 -6.999232 0.306173 -0.01 -0.07 -0.19
H 2.903266 -7.751714 1.037477 -0.02 0.07 0.02
C 1.885314 -4.842240 -0.295103 0.00 -0.05 -0.19
H 3.456396 5.244443 0.903085 -0.14 0.01 -0.03
H -4.056614 -1.647181 -1.921956 0.09 0.00 -0.02
C 1.272011 -2.644206 -1.212181 0.07 0.00 -0.39
H 1.296533 2.336625 -7.719285 0.01 -0.01 0.02
```
Positions in Å, forces in eV/Å.

The spin multiplicity is 6. The expectation value of S² is 8.770. The frontier orbital gap (alpha / beta) is 6.127 / 4.863 eV. The value obtained for the total energy is -149275.2166 eV. As for the LUMO energy (alpha / beta): -1.2 / -2.4 eV.

---

Record 2
Entry from the OMol25 dataset: an isolated molecule of C30H27NO6 (ωB97M-V/def2-TZVPD).

Structure (XYZ):
```
64
Properties=species:S:1:pos:R:3:forces:R:3
C 1.774559 3.144424 0.353439 -0.56 -0.17 0.08
C 0.125691 -4.199593 -0.505311 0.77 -0.40 0.63
C 5.960947 4.351734 0.757000 -0.30 -0.02 0.21
C -4.715723 -4.092894 -0.261572 1.86 2.15 -0.38
C 1.966952 -3.199244 0.714202 -0.38 -0.99 -0.27
C 1.037221 2.987773 -0.829360 0.27 0.07 0.40
C 0.323140 1.818486 -1.054463 0.68 -0.22 -0.34
H -4.127515 2.759579 -0.352501 0.21 0.11 -0.21
O -2.291812 1.796097 -0.288030 -0.82 -0.16 0.26
H 2.218993 -5.399407 2.797855 0.04 0.14 -0.24
C 3.599290 4.741256 0.458560 0.14 -0.42 -0.43
H -3.113971 2.887043 -1.830531 -0.18 0.21 0.29
H 4.396321 3.349153 1.912354 0.17 0.31 -0.43
O -5.173536 -6.251152 0.345765 -0.15 1.60 -0.91
C 5.196567 5.951169 -0.887858 -0.23 0.18 0.32
C -2.857217 -2.855307 0.695149 -0.05 1.25 -0.80
H 2.918453 -3.287190 1.243904 -0.32 0.06 -0.17
H -0.369001 -5.082993 -0.879604 0.01 -0.11 -0.07
H -2.968524 5.015728 -0.460639 -0.01 0.17 -0.05
O -3.659765 0.636135 -1.554449 0.63 -0.40 0.17
H -2.401633 4.079086 0.920032 0.01 -0.02 -0.05
C -3.110564 2.913221 -0.734259 0.56 -0.18 -0.01
C 1.228695 -4.359793 0.371109 -0.33 1.30 0.27
C 2.417541 -5.916558 1.852694 -0.44 0.07 -0.65
C 0.211243 -1.772315 -0.249268 0.67 -1.53 -0.57
O 1.434046 -5.608659 0.845076 0.39 -0.25 0.04
H 5.401806 6.672135 -1.682912 -0.01 -0.21 0.31
H 1.182437 0.106274 1.741443 -0.43 0.52 -0.14
C 6.241584 5.273643 -0.254664 -0.23 -0.16 0.08
C -2.026944 -0.553145 -0.067483 -1.87 -0.64 -1.43
H -0.782830 -0.436418 -1.562487 1.06 0.08 -1.21
C 1.478030 -1.938825 0.355998 -0.60 0.05 -0.36
C -3.685314 -3.970448 0.681296 -0.03 -0.07 0.04
H -0.086640 1.657814 -2.055394 -0.28 0.17 0.42
H -5.758052 -3.089962 -1.856158 0.20 0.05 0.17
N -5.431294 -5.291312 -0.406743 -2.06 -3.21 -0.22
C 1.833834 2.086671 1.260381 -0.11 0.00 -0.05
H -1.403703 4.180994 -0.536142 -0.07 0.06 0.03
H 6.775410 3.833806 1.277354 -0.34 0.24 -0.27
C -0.548926 -0.512397 -0.519775 1.01 1.20 -0.09
H 7.271315 5.466808 -0.545414 -0.19 -0.06 0.04
H -1.140082 -2.846474 -1.547665 0.07 -0.14 0.38
H 2.495480 2.167753 2.137737 -0.63 -0.08 -0.41
H -4.397949 -1.094296 -1.759215 0.47 -0.63 -0.08
H 3.438832 -5.732808 1.495148 -0.22 0.08 0.11
C -4.078503 -1.941772 -1.157464 0.74 0.82 0.21
C 0.263209 0.783954 -0.113171 -0.16 -0.48 -0.45
C 3.871952 5.731336 -0.497651 0.13 -0.50 0.09
C -2.932685 -1.814515 -0.305157 -1.34 -1.37 1.50
H 2.267618 -6.985968 1.996832 0.22 0.09 0.12
H -3.530980 -4.757765 1.408635 -0.10 0.05 -0.04
C 1.054629 0.935559 1.037636 0.23 -0.15 0.02
O -6.297431 -5.371059 -1.299618 1.29 0.40 1.24
H -1.971305 -0.488427 0.976663 -0.50 0.73 1.67
O 2.262912 4.404010 0.684096 0.34 0.22 0.02
H -2.163644 -2.696129 1.529520 -0.07 -0.42 -0.45
H 3.038365 6.273029 -0.949969 0.28 -0.26 0.06
C -4.926098 -3.038287 -1.158880 0.10 -0.74 0.47
C -2.764959 0.632270 -0.739554 0.18 0.75 0.75
C 4.632670 4.074714 1.125367 0.16 0.22 -0.30
C -2.428791 4.118757 -0.170443 -0.01 0.42 0.15
H 1.024697 3.793950 -1.559427 0.06 -0.13 0.12
H 2.146263 -1.091554 0.466172 -0.27 -0.13 0.34
C -0.345311 -2.947697 -0.808182 0.41 0.46 0.01
```
Positions in Å, forces in eV/Å.

The frontier orbital gap is 7.610 eV. The value obtained for the total energy is -45318.1767 eV. Its SMILES is CCOC(=O)[C@@H](c1ccc([N+](=O)[O-])cc1)[C@H](c1ccc(OC)cc1)c1ccc(Oc2ccccc2)cc1. As for the LUMO energy: -0.8 eV.

---

no.,largest force on an atom (eV/A)
1,4.9
2,3.8